Entry 1:
Below is a molecular structure, C53H47N12O3P2SSr at a distorted geometry, with properties calculated with ωB97M-V/def2-TZVPD.

The geometry in XYZ format:
```
119
Properties=species:S:1:pos:R:3
Sr 0.05 -0.45 0.35
C 2.23 -0.63 5.28
C 1.41 -0.84 4.03
N 1.46 -0.08 2.99
N 2.32 0.96 3.12
C 2.64 1.58 1.99
N 3.49 2.63 2.22
S 2.18 1.28 0.40
C 0.50 -2.01 4.00
C 0.49 -2.89 5.10
C -0.32 -4.00 5.10
C -1.14 -4.22 4.00
C -1.08 -3.31 2.97
N -0.30 -2.22 2.94
H 2.92 0.19 5.12
H 2.80 -1.52 5.53
H 1.58 -0.39 6.13
H 3.92 2.71 3.13
H 3.87 3.13 1.44
H 1.13 -2.69 5.94
H -0.32 -4.67 5.95
H -1.80 -5.07 3.95
H -1.73 -3.47 2.12
O -1.92 0.45 -0.01
P -2.36 -0.77 -0.80
C -1.17 -2.29 -0.13
P 0.41 -2.36 -1.30
O 0.96 -0.98 -1.61
C 0.52 -3.60 -2.62
C 1.48 -3.33 -3.59
C 1.77 -4.29 -4.55
C 1.14 -5.52 -4.52
C 0.20 -5.80 -3.53
C -0.11 -4.85 -2.57
C 1.50 -3.11 0.00
C 2.75 -2.59 0.35
C 3.45 -3.20 1.40
C 2.95 -4.30 2.06
C 1.72 -4.84 1.68
C 1.01 -4.24 0.67
C -1.86 -0.90 -2.58
C -1.27 0.11 -3.34
C -1.03 -0.09 -4.68
C -1.46 -1.26 -5.30
C -2.07 -2.26 -4.56
C -2.22 -2.10 -3.19
C -3.91 -1.57 -0.31
C -4.04 -1.81 1.06
C -5.02 -2.67 1.54
C -5.84 -3.34 0.65
C -5.71 -3.13 -0.72
C -4.75 -2.25 -1.19
H -1.75 -3.20 -0.18
H -0.75 -2.19 0.91
H 1.97 -2.36 -3.61
H 2.50 -4.08 -5.32
H 1.37 -6.27 -5.26
H -0.28 -6.77 -3.50
H -0.86 -5.06 -1.82
H 3.14 -1.71 -0.14
H 4.42 -2.81 1.67
H 3.51 -4.75 2.87
H 1.33 -5.72 2.18
H 0.04 -4.66 0.41
H -0.96 1.03 -2.86
H -0.52 0.67 -5.26
H -1.32 -1.39 -6.37
H -2.40 -3.17 -5.04
H -2.66 -2.90 -2.62
H -3.35 -1.34 1.76
H -5.11 -2.83 2.60
H -6.59 -4.03 1.02
H -6.34 -3.66 -1.41
H -4.66 -2.09 -2.26
C -0.09 4.39 4.74
N -0.13 3.77 3.43
C -0.55 2.56 3.10
N -0.52 2.39 1.79
C -0.05 3.59 1.36
N 0.19 4.47 2.31
C -1.47 4.52 5.35
C -1.63 4.52 6.73
C -2.89 4.65 7.30
C -4.01 4.78 6.49
C -3.85 4.78 5.11
C -2.59 4.65 4.54
C -5.04 4.89 4.26
N -6.25 5.09 4.63
N -7.02 5.13 3.45
C -6.19 4.96 2.49
O -4.91 4.79 2.91
C -6.49 4.92 1.05
C -7.80 5.16 0.65
C -8.12 5.13 -0.70
C -7.13 4.86 -1.64
C -5.82 4.63 -1.24
C -4.79 4.30 -2.29
N -4.53 2.86 -2.38
C -4.05 2.02 -1.46
N -3.95 0.80 -1.96
C -4.38 0.97 -3.24
N -4.74 2.19 -3.54
C -5.50 4.67 0.11
H 0.35 5.38 4.60
H 0.57 3.81 5.39
H -0.89 1.83 3.83
H 0.15 3.81 0.33
H -0.76 4.41 7.37
H -3.00 4.64 8.38
H -4.99 4.89 6.92
H -2.48 4.66 3.46
H -8.56 5.36 1.40
H -9.14 5.31 -1.02
H -7.38 4.84 -2.69
H -3.84 4.81 -2.10
H -5.14 4.58 -3.27
H -3.78 2.31 -0.45
H -4.42 0.17 -3.97
H -4.48 4.52 0.44
```

Properties
- charge = +1
- ΔE to the lowest compared entry with this formula, charge and spin (kcal/mol) = 132.2
- calculated total energy (eV) = -109992.665
- HOMO level (eV) = -9.160

Entry 2:
Below is a molecular structure, C53H49ClIrN2O6P2 at a distorted geometry, with properties calculated with ωB97M-V/def2-TZVPD.

The geometry in XYZ format:
```
114
Properties=species:S:1:pos:R:3
Ir 0.33 -0.01 0.35
Cl -4.00 0.15 -5.44
C -2.74 0.26 -4.25
C -1.45 0.63 -4.65
C -0.43 0.71 -3.74
C -0.64 0.43 -2.36
O 0.41 0.49 -1.59
C -1.96 0.09 -1.96
C -2.39 -0.16 -0.63
N -1.65 -0.10 0.44
C -2.15 -0.37 1.74
C -3.47 -0.38 2.12
C -3.83 -0.72 3.44
C -2.88 -1.03 4.37
C -1.51 -0.97 4.03
C -0.46 -1.21 4.95
C 0.84 -1.06 4.55
C 1.11 -0.69 3.22
N 0.15 -0.50 2.34
C -1.16 -0.63 2.71
C -2.99 0.01 -2.94
H -1.26 0.85 -5.69
H 0.57 0.98 -4.04
H -3.43 -0.42 -0.50
H -4.25 -0.11 1.42
H -4.88 -0.72 3.70
H -3.16 -1.29 5.38
H -0.70 -1.48 5.97
H 1.66 -1.20 5.23
H 2.12 -0.52 2.88
H -4.00 -0.24 -2.62
O 2.42 -0.09 0.24
P 3.47 -1.17 0.30
C 2.69 -2.80 0.55
P 1.18 -3.07 -0.44
O 0.15 -2.01 -0.05
C 0.54 -4.66 0.04
C 0.28 -5.64 -0.91
C -0.26 -6.86 -0.51
C -0.53 -7.09 0.83
C -0.28 -6.11 1.78
C 0.25 -4.89 1.39
C 1.65 -3.10 -2.15
C 0.87 -2.44 -3.09
C 1.23 -2.47 -4.43
C 2.37 -3.15 -4.82
C 3.15 -3.83 -3.89
C 2.79 -3.81 -2.55
C 4.56 -0.92 1.69
C 5.09 0.37 1.86
C 5.88 0.65 2.95
C 6.15 -0.33 3.89
C 5.65 -1.62 3.73
C 4.85 -1.91 2.63
C 4.40 -1.21 -1.21
C 5.55 -1.99 -1.31
C 6.26 -2.01 -2.50
C 5.82 -1.25 -3.58
C 4.67 -0.47 -3.47
C 3.95 -0.44 -2.29
H 2.39 -2.89 1.60
H 3.40 -3.60 0.33
H 0.49 -5.47 -1.95
H -0.46 -7.63 -1.24
H -0.94 -8.04 1.14
H -0.51 -6.29 2.82
H 0.42 -4.12 2.13
H -0.03 -1.93 -2.78
H 0.62 -1.96 -5.16
H 2.66 -3.17 -5.87
H 4.03 -4.37 -4.20
H 3.39 -4.36 -1.83
H 4.88 1.14 1.12
H 6.29 1.65 3.08
H 6.77 -0.10 4.75
H 5.88 -2.39 4.45
H 4.48 -2.92 2.51
H 5.90 -2.57 -0.47
H 7.15 -2.60 -2.59
H 6.38 -1.26 -4.50
H 4.34 0.12 -4.32
H 3.05 0.15 -2.19
C -1.74 4.90 0.37
C -2.05 3.47 0.13
O -1.24 2.74 -0.69
H -2.27 5.28 1.24
H -2.02 5.52 -0.49
H -0.67 5.05 0.54
H -3.08 3.13 0.08
H -1.32 2.39 1.82
H -0.40 3.19 -0.85
C 4.70 4.99 5.25
C 3.62 4.34 4.44
C 3.75 4.18 3.06
C 2.76 3.58 2.29
C 3.00 3.52 0.80
C 1.59 3.13 2.94
C 1.42 3.32 4.33
C 0.20 2.88 5.10
C 2.45 3.90 5.04
C 0.55 2.48 2.14
O -0.69 2.56 2.56
O 0.84 1.85 1.10
H 5.61 5.14 4.66
H 4.95 4.38 6.12
H 4.37 5.96 5.62
H 4.64 4.55 2.57
H 3.95 3.98 0.56
H 2.23 4.07 0.26
H 2.98 2.50 0.41
H -0.02 1.82 4.96
H -0.69 3.43 4.79
H 0.36 3.06 6.16
H 2.33 4.04 6.11
```

Properties
- multiplicity = 2
- charge = +2
- <S²> = 0.75
- ΔE to the lowest compared entry with this formula, charge and spin (kcal/mol) = 0.0
- calculated total energy (eV) = -104952.567
- HOMO level (alpha / beta) (eV) = -11.765 / -12.159

- Look up the ΔE to the lowest compared entry with this formula, charge and spin of the second one.
  0.0 kcal/mol

- What is the charge in the second record?
  +2